1.
DFT (ωB97M-V/def2-TZVPD) results for 6 unconnected molecules or ions with the total composition C26H54O11P in a non-equilibrium geometry.

Structure (XYZ):
```
92
Properties=species:S:1:pos:R:3
C 2.441 0.076 -1.963
C 2.532 0.858 -3.080
P 2.556 2.604 -3.124
C 1.317 3.498 -2.167
C 0.028 2.676 -2.136
O -1.069 3.530 -2.014
C -2.284 2.762 -2.088
C -2.877 2.746 -3.487
H 1.551 0.123 -1.334
H 3.225 -0.617 -1.649
H 2.591 0.375 -4.056
H 2.317 2.956 -4.453
H 3.831 3.078 -2.821
H 1.165 4.475 -2.629
H 1.683 3.677 -1.156
H -0.072 2.078 -3.055
H 0.097 1.966 -1.303
H -2.984 3.104 -1.329
H -2.032 1.735 -1.819
H -2.069 2.683 -4.221
H -3.485 1.852 -3.613
H -3.452 3.644 -3.705
O 4.851 -1.067 0.133
C 4.453 -0.730 1.223
O 5.247 0.036 1.979
C 4.823 0.628 3.219
C 4.956 -0.329 4.381
C 3.136 -1.220 1.773
H 3.810 1.026 3.127
H 5.484 1.483 3.351
H 4.320 -1.206 4.267
H 4.690 0.165 5.316
H 5.984 -0.684 4.455
H 3.277 -2.212 2.203
H 2.425 -1.292 0.952
H 2.700 -0.572 2.528
O 2.036 6.648 -3.778
C 0.882 6.820 -4.083
O 0.472 6.393 -5.289
C -0.907 6.400 -5.694
C -1.332 7.743 -6.247
C -0.076 7.558 -3.180
H -1.547 6.067 -4.876
H -0.969 5.641 -6.472
H -1.263 8.529 -5.495
H -2.362 7.696 -6.601
H -0.688 8.027 -7.079
H 0.060 8.628 -3.336
H 0.178 7.322 -2.150
H -1.121 7.305 -3.332
O -2.478 -0.478 -0.953
C -3.671 -0.640 -1.003
O -4.460 0.446 -1.083
C -5.876 0.370 -1.318
C -6.655 0.136 -0.042
C -4.282 -2.012 -0.890
H -6.096 -0.378 -2.081
H -6.137 1.339 -1.742
H -6.402 -0.819 0.416
H -7.725 0.146 -0.248
H -6.431 0.918 0.683
H -4.349 -2.281 0.164
H -3.621 -2.716 -1.389
H -5.263 -2.109 -1.348
O 3.083 -3.395 4.538
C 2.613 -3.492 5.642
O 3.117 -2.717 6.617
C 2.538 -2.632 7.928
C 3.019 -3.742 8.837
C 1.544 -4.507 5.962
H 1.450 -2.592 7.863
H 2.865 -1.668 8.311
H 2.720 -4.724 8.469
H 2.609 -3.613 9.839
H 4.106 -3.732 8.899
H 2.024 -5.467 6.148
H 0.897 -4.602 5.094
H 0.922 -4.250 6.815
O -3.879 -5.827 0.760
C -2.832 -6.097 0.238
O -1.700 -6.035 0.967
C -0.432 -6.494 0.486
C 0.282 -5.438 -0.333
C -2.751 -6.425 -1.237
H -0.543 -7.433 -0.057
H 0.140 -6.716 1.384
H -0.277 -5.181 -1.232
H 1.269 -5.794 -0.631
H 0.400 -4.528 0.255
H -2.723 -5.493 -1.801
H -3.650 -6.973 -1.507
H -1.896 -7.035 -1.516
```

Computed properties:
Max |F| ... 1.92 eV Å⁻¹
2S+1 ... 1
HOMO energy ... -11.84 eV
Net charge ... +1

2.
DFT (ωB97M-V/def2-TZVPD) results for 8 unconnected molecules or ions with the total composition C26H55Br14NO4P2 in a non-equilibrium geometry.

Structure (XYZ):
```
102
Properties=species:S:1:pos:R:3
C -6.588 -0.009 -3.571
C -7.717 -0.363 -2.437
C -7.142 -0.572 -0.917
C -5.891 0.400 -0.499
P -4.263 -0.510 -0.073
C -2.833 0.813 -0.098
C -3.098 2.067 0.926
C -1.995 3.302 0.692
C -2.025 3.906 -0.835
N -0.667 4.087 -1.476
C 0.087 2.786 -1.641
C -0.797 4.636 -2.913
C -1.954 4.158 -3.984
O 0.103 5.538 -3.373
C -3.743 -1.770 -1.408
P -4.689 -3.428 -1.376
O -5.440 -3.716 -0.015
O -5.768 -3.400 -2.783
O -3.495 -4.684 -1.749
H -6.766 1.133 -3.870
H -5.485 -0.148 -3.205
H -6.758 -0.640 -4.544
H -8.191 -1.409 -2.759
H -8.575 0.459 -2.446
H -8.048 -0.317 -0.183
H -6.944 -1.724 -0.778
H -5.663 1.269 -1.273
H -6.221 0.964 0.500
H -1.862 0.202 0.229
H -2.644 1.123 -1.216
H -2.866 1.660 2.023
H -4.204 2.452 0.957
H -2.324 4.144 1.471
H -0.900 2.984 1.043
H -2.498 4.999 -0.746
H -2.792 3.284 -1.470
H -0.267 2.213 -2.606
H 1.226 3.081 -1.844
H 0.099 2.094 -0.698
H -1.700 4.425 -5.110
H -3.009 4.620 -3.699
H -2.088 2.982 -3.960
H -3.745 -1.220 -2.444
H -2.599 -2.035 -1.189
H -5.159 -3.029 -3.514
H -3.066 -4.430 -2.632
Br 3.250 0.307 -0.559
C 2.856 0.976 1.231
C 2.174 -0.079 2.072
Br 0.297 -0.268 1.580
H 2.262 1.885 1.109
H 3.830 1.237 1.657
H 2.164 0.216 3.125
H 2.630 -1.069 1.980
Br -2.981 -2.674 3.243
C -4.240 -2.221 4.663
C -5.132 -1.071 4.257
Br -4.184 0.630 4.366
H -3.649 -2.018 5.560
H -4.830 -3.130 4.820
H -5.973 -0.973 4.951
H -5.516 -1.158 3.237
Br 3.717 -3.437 3.220
C 5.191 -2.662 4.237
C 5.300 -1.175 3.996
Br 6.116 -0.799 2.265
H 6.093 -3.215 3.963
H 4.949 -2.866 5.285
H 5.966 -0.714 4.731
H 4.335 -0.660 4.012
Br 3.175 8.500 -2.238
C 1.917 8.069 -3.665
C 2.485 8.421 -5.021
Br 2.404 10.343 -5.343
H 0.984 8.590 -3.437
H 1.755 6.989 -3.584
H 1.884 7.973 -5.818
H 3.529 8.119 -5.145
Br 5.914 -2.922 -0.861
C 5.176 -4.152 -2.183
C 3.843 -3.662 -2.701
Br 2.421 -3.984 -1.406
H 5.124 -5.136 -1.711
H 5.916 -4.179 -2.989
H 3.548 -4.222 -3.593
H 3.832 -2.593 -2.929
Br 3.006 -7.127 0.763
C 3.406 -8.733 -0.268
C 4.392 -8.441 -1.375
Br 3.527 -7.532 -2.868
H 2.453 -9.128 -0.628
H 3.835 -9.435 0.455
H 4.784 -9.372 -1.797
H 5.227 -7.811 -1.058
Br 6.663 2.255 4.581
C 7.128 2.237 6.475
C 8.408 1.471 6.718
Br 8.103 -0.454 6.633
H 6.268 1.829 7.012
H 7.253 3.291 6.746
H 8.781 1.656 7.729
H 9.196 1.702 5.996
```

Computed properties:
SMILES ... CCCCP(CCCCN(C)C(C)=O)CP(=O)(O)O.BrCCBr.BrCCBr.BrCCBr.BrCCBr.BrCCBr.BrCCBr.BrCCBr
Max |F| ... 8.52 eV Å⁻¹
2S+1 ... 1
HOMO energy ... -7.99 eV
Net charge ... 0

3.
DFT (ωB97M-V/def2-TZVPD) results for a molecular structure, C26H56AuNO2P2Si4Te in a non-equilibrium geometry.

Structure (XYZ):
```
93
Properties=species:S:1:pos:R:3
C -1.067 2.956 -5.026
C -1.110 1.893 -4.094
N 0.063 1.467 -3.518
C 1.220 2.083 -3.727
C 1.311 3.123 -4.654
C 0.151 3.547 -5.309
C -2.309 1.157 -3.842
P -2.345 0.009 -2.494
Au -0.049 -0.542 -2.207
P 2.356 0.000 -2.195
C 2.452 1.685 -2.936
C -0.486 -2.222 -0.892
C -1.186 -2.139 0.312
C -0.831 -2.998 1.369
C -0.145 -4.168 1.083
C 0.342 -4.380 -0.207
C 0.261 -3.355 -1.167
O -1.570 -0.612 -6.032
O 0.992 -1.074 -5.607
H -2.004 3.257 -5.498
H 2.293 3.562 -4.832
H 0.213 4.349 -6.036
C -3.238 0.669 -1.068
C -3.270 -1.457 -3.001
H 3.311 1.738 -3.622
H 2.580 2.417 -2.117
H -2.016 -0.009 -5.372
H -3.222 1.576 -4.280
C 3.497 0.022 -0.779
C 3.269 -1.051 -3.344
H -1.900 -1.347 0.476
H -0.985 -2.719 2.400
H 0.038 -4.897 1.865
H 0.804 -5.323 -0.456
H 0.777 -3.440 -2.099
H -0.117 -1.936 -3.377
H 1.202 -1.914 -6.045
H 0.037 -0.861 -5.838
H -1.930 -0.367 -6.890
H 0.311 -1.375 -3.838
H -4.273 0.871 -1.385
H -3.256 -0.080 -0.265
H -2.772 1.597 -0.708
H -4.328 -1.191 -3.119
H -2.863 -1.840 -3.946
H -3.146 -2.197 -2.202
H 4.314 -0.721 -3.396
H 3.230 -2.070 -2.941
H 2.792 -1.025 -4.329
H 4.535 0.135 -1.130
H 3.230 0.798 -0.052
H 3.434 -0.957 -0.288
C -3.310 1.293 3.169
Si -2.285 -0.236 3.628
C -1.962 -0.369 5.487
C -3.300 -1.717 3.014
Si -0.006 0.085 2.989
Te 0.306 0.615 0.588
Si 0.438 2.506 2.423
C 0.328 2.769 4.336
C 2.137 3.064 1.750
C -0.959 3.328 1.406
Si 1.942 -1.132 3.647
C 1.515 -1.176 5.496
C 2.326 -2.892 3.043
C 3.480 -0.073 3.287
H -4.294 1.188 3.651
H -3.477 1.365 2.084
H -2.867 2.236 3.515
H -2.937 -0.305 5.990
H -1.497 -1.328 5.753
H -1.324 0.438 5.875
H -3.440 -1.735 1.926
H -2.858 -2.678 3.301
H -4.298 -1.665 3.474
H 1.087 2.207 4.902
H 0.498 3.832 4.563
H -0.642 2.508 4.785
H 2.253 3.006 0.654
H 2.256 4.118 2.045
H 2.973 2.508 2.195
H -0.949 3.112 0.323
H -1.959 3.068 1.776
H -0.817 4.414 1.498
H 0.704 -1.887 5.710
H 2.413 -1.507 6.036
H 1.221 -0.195 5.895
H 2.477 -2.929 1.954
H 3.254 -3.258 3.516
H 1.528 -3.605 3.293
H 3.721 -0.027 2.215
H 3.394 0.955 3.666
H 4.334 -0.547 3.797
```

Computed properties:
⟨S²⟩ ... 2.021
Max |F| ... 1.67 eV Å⁻¹
Energy above the lowest of the compared OMol25 structures with the same formula, charge and spin ... 1.6273 eV
2S+1 ... 3
HOMO energy (spin up / spin down) ... -5.67 / -6.67 eV
Net charge ... 0